(1)
C43H58F3MoN2O2 | wB97M-V/def2-TZVPD

## Properties
HOMO (spin up / spin down) (hartree): -0.402 / -0.408
Charge: +1
Expectation value of S²: 2.01
2S+1: 3
Frontier orbital gap (spin up / spin down) (eV): 7.399 / 7.566
LUMO energy (spin up / spin down) (Ha): -0.1304 / -0.1302

XYZ file:
```
109
Properties=species:S:1:pos:R:3:forces:R:3:mulliken_spin:R:1
Mo 0.89773 0.80374 -1.49748 1.4 1.2 -1.3 1.944
C 2.27054 2.17813 -3.98984 0.1 0.0 0.0 -0.005
N 2.01305 2.61616 -2.59972 -0.5 -0.5 0.0 0.063
C 3.26537 3.09459 -1.99263 0.1 0.0 0.0 0.023
C 0.99856 3.69737 -2.58742 0.0 0.1 0.0 -0.013
C 0.29711 3.80025 -1.24863 -0.1 -0.2 0.0 0.034
N -0.50110 2.58427 -0.96196 -0.1 -0.1 0.2 -0.126
C -1.76671 2.59468 -1.76019 0.0 -0.1 0.1 0.044
C -2.61921 1.36633 -1.55282 0.1 0.2 -0.1 -0.035
C -3.97260 1.45749 -1.29794 -0.1 0.1 0.1 -0.004
C -4.73321 0.30996 -1.07821 0.0 -0.1 0.0 0.003
C -4.06161 -0.91079 -1.03195 -0.1 0.0 0.0 0.002
C -2.69049 -1.05374 -1.26410 0.0 -0.3 0.0 -0.025
C -2.02604 0.11512 -1.59452 0.6 0.2 -0.2 0.039
O -0.68018 0.12025 -1.95588 -2.1 -1.0 0.0 0.097
C -1.96543 -2.40216 -1.11155 0.0 0.1 0.0 0.003
C -0.90882 -2.29067 0.00494 -0.1 0.0 0.1 -0.047
C -1.30373 -2.82026 -2.43482 -0.1 0.0 0.0 -0.001
C -2.93371 -3.51653 -0.69883 0.0 0.0 0.0 0.001
C -6.24981 0.41977 -0.91959 0.0 0.0 0.0 0.000
C -6.83413 0.92113 -2.25261 0.0 0.0 0.0 0.000
C -6.59422 1.41602 0.19632 0.0 0.0 0.0 0.000
C -6.89090 -0.92645 -0.58510 0.0 0.0 0.0 0.000
C -0.86233 2.52870 0.48055 0.2 0.1 -0.1 -0.018
C 0.17820 2.07521 1.49278 -0.1 0.1 -0.1 0.051
C -0.27446 2.10328 2.81223 -0.1 0.1 0.0 0.011
C 0.50458 1.65069 3.85464 0.0 -0.1 0.0 0.002
C 1.78257 1.18243 3.53348 0.0 0.0 0.0 0.001
C 2.29485 1.14385 2.24708 0.3 -0.1 0.0 -0.020
C 1.45320 1.60274 1.21770 -0.2 -0.2 -0.2 0.007
O 1.84926 1.55496 -0.11321 0.5 0.3 1.5 0.004
C 3.70749 0.59215 1.97981 -0.1 0.0 0.0 -0.018
C 3.60513 -0.70947 1.16694 0.0 0.0 0.1 0.001
C 4.45417 0.26721 3.27890 0.0 0.0 0.0 0.001
C 4.55201 1.62500 1.21736 0.0 0.0 0.0 0.001
C 0.02094 1.60024 5.30356 0.1 0.0 0.0 0.000
C -1.36162 2.23040 5.46955 0.0 0.0 0.0 0.000
C -0.05780 0.12891 5.74413 0.0 0.0 0.0 0.000
C 1.01087 2.35205 6.20726 0.0 0.0 0.0 0.000
H 2.59615 3.01799 -4.61085 0.0 0.0 0.0 -0.003
H 1.36640 1.74838 -4.41994 0.0 0.0 0.0 -0.003
H 3.04627 1.41637 -3.98836 0.0 0.0 0.0 0.003
H 3.66702 3.92454 -2.58125 0.0 0.0 0.0 0.003
H 3.99326 2.28711 -1.97352 0.0 0.0 0.0 -0.006
H 3.09397 3.42886 -0.97441 0.0 0.0 0.0 -0.002
H 0.28225 3.49885 -3.38197 0.0 0.0 0.0 0.000
H 1.46568 4.65964 -2.81500 0.1 0.0 -0.1 0.003
H -0.34441 4.68341 -1.23387 -0.1 0.1 0.0 -0.003
H 1.02643 3.91279 -0.45042 0.0 0.0 0.1 -0.001
H -1.50146 2.69211 -2.80995 0.1 0.0 -0.1 0.010
H -2.34540 3.47893 -1.48238 0.0 0.1 0.0 0.000
H -4.43461 2.44025 -1.26821 0.0 -0.1 0.0 0.000
H -4.62741 -1.79879 -0.79646 0.0 0.0 0.0 -0.001
H -0.10871 -1.59121 -0.23231 0.1 0.0 -0.1 0.046
H -0.44087 -3.26627 0.16674 0.0 0.1 0.0 -0.001
H -1.37186 -1.97456 0.94376 0.0 0.0 0.0 0.000
H -0.60057 -2.07843 -2.80468 0.0 0.0 0.0 0.002
H -2.06496 -2.98645 -3.20172 0.0 0.0 0.0 0.000
H -0.75543 -3.75620 -2.29326 -0.1 0.0 0.0 -0.001
H -3.42849 -3.29879 0.25162 0.0 0.0 -0.1 0.000
H -2.36877 -4.44269 -0.57305 0.0 0.0 0.0 0.000
H -3.69694 -3.69809 -1.46158 0.1 0.0 0.1 0.000
H -6.46136 1.91846 -2.50217 0.0 -0.1 0.0 0.000
H -7.92492 0.97181 -2.19124 0.1 0.0 0.0 0.000
H -6.56809 0.24494 -3.06969 0.0 0.0 0.0 0.000
H -6.25504 2.42841 -0.03842 0.0 -0.1 0.0 0.000
H -6.13964 1.11304 1.14373 0.0 0.0 0.0 0.000
H -7.67796 1.45787 0.33624 0.1 0.0 0.0 0.000
H -6.72584 -1.66179 -1.37724 0.0 0.0 0.1 0.000
H -7.96910 -0.79278 -0.48080 0.0 0.0 0.0 0.000
H -6.51365 -1.33419 0.35710 0.0 0.0 -0.1 0.000
H -1.70485 1.84936 0.56841 -0.1 -0.1 0.0 -0.014
H -1.22734 3.51566 0.77896 0.0 0.1 0.0 0.002
H -1.27531 2.48065 2.99828 0.1 0.0 0.0 0.000
H 2.40573 0.82661 4.34009 0.0 0.0 0.0 0.000
H 2.91304 -1.40707 1.65073 0.1 0.0 0.0 -0.003
H 4.58684 -1.19104 1.11070 -0.1 0.1 0.0 0.000
H 3.26474 -0.53527 0.14879 0.0 0.0 0.0 0.005
H 3.97663 -0.54319 3.83676 0.0 0.1 0.0 0.000
H 4.54422 1.14109 3.93091 0.0 -0.1 0.0 0.000
H 5.46430 -0.06202 3.02501 -0.1 0.0 0.0 0.000
H 4.12035 1.85493 0.24509 0.0 0.0 0.1 -0.002
H 5.55984 1.23148 1.05498 -0.1 0.0 0.0 0.000
H 4.63873 2.55275 1.79134 0.0 -0.1 0.0 0.000
H -2.12203 1.70041 4.88987 0.0 0.0 0.0 0.000
H -1.36316 3.28320 5.17315 0.0 -0.1 0.0 0.000
H -1.65607 2.18036 6.51926 0.0 0.0 0.0 0.000
H -0.76520 -0.42491 5.11996 0.0 0.0 0.0 0.000
H -0.39446 0.06479 6.78338 0.0 0.0 -0.1 0.000
H 0.91541 -0.36450 5.67362 -0.1 0.0 0.0 0.000
H 1.12360 3.39007 5.88249 0.0 -0.1 0.0 0.000
H 1.99936 1.88679 6.20693 -0.1 0.0 0.0 0.000
H 0.64601 2.35462 7.23755 0.0 0.0 -0.1 0.000
F 4.85504 -7.55780 -3.96336 0.0 -0.1 0.0 0.000
C 4.47311 -7.22400 -2.72461 -0.1 0.2 0.0 0.000
F 3.50449 -8.07623 -2.34842 0.0 -0.1 0.0 0.000
F 5.51731 -7.42463 -1.90404 0.0 -0.1 0.0 0.000
C 3.99091 -5.79960 -2.64544 0.0 0.0 0.1 0.002
C 3.96459 -4.99366 -3.76935 0.0 0.1 -0.1 -0.001
C 3.50452 -3.68842 -3.67040 0.0 0.0 -0.1 0.017
C 3.06658 -3.19377 -2.44523 -0.1 0.1 0.2 0.022
C 3.10784 -4.01566 -1.31046 0.0 0.0 0.0 0.011
C 3.56827 -5.31412 -1.41231 0.0 0.0 0.0 -0.002
C 2.52652 -1.86848 -2.31274 0.2 -0.2 -0.2 0.082
C 2.03852 -0.76277 -2.15806 0.1 0.0 0.2 -0.185
H 4.29833 -5.38399 -4.72215 0.0 0.0 0.1 0.000
H 3.48138 -3.05201 -4.54632 0.0 0.0 0.0 0.001
H 2.77461 -3.61927 -0.35766 0.0 0.0 -0.1 0.000
H 3.59811 -5.95685 -0.54037 0.0 0.0 0.0 0.000
```
Forces are in eV/Å.

---

(2)
C43H58FGeN7NaO3Si3 | wB97M-V/def2-TZVPD

## Properties
HOMO (spin up / spin down) (hartree): -0.146 / -0.147
Expectation value of S²: 0.79
2S+1: 2
Frontier orbital gap (spin up / spin down) (eV): 2.196 / 2.188
LUMO energy (spin up / spin down) (Ha): -0.0653 / -0.0668
Relative energy (zero: lowest compared OMol25 entry of this formula, charge and spin) (kcal per mole): 124.7

XYZ file:
```
117
Properties=species:S:1:pos:R:3:forces:R:3:mulliken_spin:R:1
Na 9.37254 11.81485 14.37701 0.0 -0.1 -0.3 0.012
C 5.23507 12.53189 17.72256 0.4 -0.6 0.6 0.005
C 6.36770 12.48540 18.56489 -0.8 0.1 -0.3 -0.003
C 7.53099 11.92734 18.09694 0.1 -0.4 -1.0 0.008
C 7.56865 11.28465 16.82742 0.3 0.0 0.0 -0.015
C 6.41656 11.23399 16.01581 0.8 0.5 1.4 0.008
C 5.29060 11.89158 16.47858 -1.7 0.5 -0.6 -0.005
N 8.77188 10.77173 16.31721 -0.1 -0.6 0.5 -0.001
C 9.45874 9.87458 17.03592 1.0 0.6 -0.7 0.002
C 9.05709 9.34408 18.30609 -1.0 0.2 0.4 0.000
C 9.88341 8.59400 19.08222 -0.1 0.5 0.6 0.000
C 11.20391 8.33479 18.70620 0.6 -0.8 0.6 0.000
C 11.59224 8.67910 17.45633 0.8 0.2 -1.7 0.000
C 10.76858 9.39247 16.55697 -1.8 0.6 0.2 0.000
N 11.01072 9.49033 15.16537 0.1 -0.5 1.0 0.000
N 12.06008 8.86088 14.87505 0.9 0.3 1.2 0.000
C 12.31972 8.39077 13.62087 1.0 -1.6 -0.7 0.000
C 13.25576 7.27055 13.61588 -0.1 0.8 1.3 0.000
C 13.06273 6.29183 12.68733 -0.4 -1.3 -1.3 0.000
C 12.21821 6.55379 11.57318 -0.5 0.9 -0.1 0.000
C 11.62077 7.81778 11.54022 0.3 0.2 -0.3 0.000
N 11.61242 8.68641 12.56019 -0.3 -0.1 -0.4 0.000
H 4.30899 12.95048 18.12968 0.3 -0.1 -0.5 0.000
H 6.30442 12.83911 19.59683 0.1 0.2 -0.4 0.000
H 8.45318 11.94783 18.65852 0.0 0.0 0.2 0.001
H 6.48100 10.67202 15.09890 -0.2 0.1 -0.2 0.001
H 4.37746 11.92604 15.82534 0.9 -0.1 0.7 0.000
H 8.07326 9.60991 18.72852 0.6 -0.2 -0.5 0.000
H 9.54675 8.29743 20.07212 -0.1 -0.1 -0.1 0.000
H 11.87256 7.78838 19.37895 -0.2 0.2 -0.3 0.000
H 12.54489 8.37992 16.99546 -0.3 0.1 0.7 0.000
H 14.01484 7.14030 14.43390 -1.2 0.2 -0.7 0.000
H 13.46658 5.25742 12.81360 0.1 1.2 -0.2 0.000
H 11.98794 5.89573 10.71446 0.5 0.1 0.9 0.000
H 11.11145 8.21874 10.66246 0.0 -0.5 0.0 0.000
F 11.06317 16.23039 18.13640 0.8 -0.5 1.2 -0.003
C 9.98749 16.53323 17.41654 -1.8 0.0 -1.5 -0.086
C 9.71151 15.67585 16.34174 0.7 1.2 0.7 0.223
C 8.81133 16.06818 15.32904 -0.1 -0.3 0.5 -0.075
C 8.40760 15.10161 14.33429 -1.1 0.7 0.0 0.330
O 8.77324 13.90596 14.32166 0.6 0.1 0.1 0.163
C 7.28763 15.59161 13.50169 0.4 1.5 1.8 -0.121
C 6.71366 16.85563 13.70830 0.6 -1.3 -1.4 0.198
N 7.26953 17.78104 14.53094 0.4 0.8 1.2 -0.016
C 6.68684 19.08897 14.73013 0.2 0.9 -1.5 0.067
C 7.51598 20.37242 14.75696 -1.0 -1.0 -1.0 0.003
C 6.65547 20.05661 13.52202 -0.1 -0.2 1.3 0.001
C 8.16854 17.31987 15.53098 -0.3 0.2 0.6 -0.049
C 8.29367 18.03601 16.72500 -0.2 0.1 0.8 0.035
C 9.17828 17.65068 17.77976 1.8 -2.6 -2.7 0.174
N 9.21967 18.14980 19.06120 -0.8 0.9 1.6 0.015
C 10.44781 18.34773 19.80916 -0.4 1.1 -0.7 0.044
C 10.16513 18.53910 21.27895 0.2 -1.0 0.3 0.007
N 9.13191 19.62066 21.48520 0.6 1.4 0.2 0.021
C 7.79314 19.23659 20.90714 -0.5 0.4 0.1 0.020
C 7.89685 18.49421 19.57935 -0.6 -0.6 -0.4 -0.010
C 6.49348 14.63498 12.83791 -2.1 -5.3 -0.1 -0.033
O 5.95561 15.26696 11.51555 -1.7 0.3 0.0 -0.001
O 6.08848 13.49677 13.11635 1.4 4.9 -1.2 -0.024
H 10.24255 14.73225 16.28570 0.0 0.2 -0.2 0.051
H 5.86313 17.14263 13.10472 0.1 0.3 0.2 0.080
H 5.87668 19.20326 15.43903 -0.4 -0.6 -0.1 -0.037
H 8.56783 20.19206 14.53380 -0.1 0.7 0.7 0.004
H 7.04637 21.13222 15.42863 1.3 -0.6 -0.5 -0.002
H 7.21042 19.78364 12.60493 -0.7 0.1 0.7 -0.001
H 5.73676 20.64616 13.45996 0.4 -0.3 -0.5 0.001
H 7.65789 18.88230 16.99833 0.1 -0.3 -0.8 0.027
H 10.97409 19.24151 19.37191 -0.1 -0.3 0.6 -0.018
H 11.17152 17.53172 19.74042 -0.4 0.0 -0.1 0.006
H 11.11392 18.78794 21.75847 -0.3 0.4 0.2 -0.002
H 9.80956 17.59135 21.74994 -0.1 0.8 -0.4 0.001
H 9.50291 20.48773 20.99282 -0.6 -1.2 0.7 -0.009
H 9.03459 19.88258 22.50170 0.1 -0.4 -1.3 -0.003
H 7.17594 20.14368 20.73877 0.6 -0.3 0.5 -0.012
H 7.27307 18.61525 21.64705 0.4 0.2 -0.1 0.004
H 7.30124 19.05841 18.83053 0.7 0.0 0.4 0.028
H 7.26531 17.59502 19.71347 0.4 0.0 -0.1 -0.004
C 11.51135 14.44995 9.80531 1.4 -1.1 -0.9 -0.001
Si 10.40970 13.18008 8.96656 -2.9 0.2 0.1 -0.001
C 9.60195 13.85205 7.32042 0.8 0.8 0.4 -0.001
C 11.05325 11.42771 8.72328 1.4 0.6 -0.6 0.000
Ge 8.25593 13.02407 10.05146 -0.6 -0.1 1.8 -0.016
Si 6.88026 15.05265 9.93692 1.6 -1.6 -1.7 0.004
C 4.44982 15.37381 11.46243 1.0 0.1 0.8 0.001
C 5.47159 14.91693 8.61831 -0.2 -0.2 1.3 0.001
C 7.68707 16.75936 9.57944 -1.3 0.5 0.6 0.002
Si 6.82129 11.08229 9.31371 2.2 2.7 -0.7 -0.001
C 5.19854 11.13375 10.16201 -1.5 -0.4 1.1 -0.001
C 6.67318 11.55161 7.44328 -1.8 -0.1 0.3 -0.001
C 7.64177 9.42663 9.58661 -0.5 -0.4 0.7 0.000
H 12.13259 14.02658 10.65182 -0.8 0.7 -0.9 0.000
H 10.82392 15.22254 10.09275 -0.1 0.5 0.5 0.001
H 12.16745 14.82944 8.97738 -0.2 -0.1 0.9 0.000
H 9.93996 14.88960 7.11559 0.1 -0.5 -0.2 0.000
H 8.50530 13.91848 7.40593 0.7 -0.3 0.0 0.000
H 9.87996 13.19390 6.50964 0.0 0.0 -0.6 0.000
H 11.47579 11.42581 7.68674 -0.3 -0.3 0.6 0.000
H 10.25929 10.68552 8.80208 0.2 0.0 0.1 0.000
H 11.91265 11.22458 9.40219 -0.7 -0.1 -0.3 0.000
H 4.06006 14.36192 11.42013 -0.1 0.0 0.2 0.001
H 4.18976 15.91944 10.56595 0.1 0.1 0.1 0.002
H 4.14193 15.93823 12.37039 0.1 -0.6 -0.6 -0.001
H 4.86564 13.99082 8.74378 0.5 0.5 -0.2 0.000
H 5.88929 14.97236 7.61284 0.1 -0.1 0.1 0.000
H 4.81900 15.77146 8.75738 -0.4 0.3 -0.4 0.000
H 8.21361 17.19645 10.44670 -0.3 -0.2 -0.3 0.001
H 6.90923 17.48707 9.19895 0.7 -0.6 0.5 0.001
H 8.39591 16.64388 8.77897 0.4 -0.2 -0.4 0.001
H 4.39689 11.57854 9.55020 0.3 -0.1 0.1 0.000
H 5.16285 11.63336 11.16672 0.3 -0.4 -0.9 0.001
H 4.93287 10.06276 10.32763 -0.2 0.6 0.0 0.000
H 6.75103 12.65521 7.31082 0.1 -1.0 0.1 0.000
H 5.67328 11.25035 7.05177 0.3 0.2 0.1 0.000
H 7.36003 11.01783 6.81411 0.7 0.0 -0.3 0.000
H 8.47989 9.41622 10.28002 0.0 0.3 0.2 0.000
H 8.02190 8.99773 8.68373 0.1 -0.3 -0.8 0.000
H 6.88403 8.74029 10.00827 0.3 0.1 -0.2 0.000
```
Forces are in eV/Å.

---

Number 1: electronic energy -2300.91635 a.u.. Number 2: electronic energy -5489.58893 a.u..